1.
27
Properties=species:S:1:pos:R:3:forces:R:3 method="wB97M-V/def2-TZVPD" e_tot_ev=-13140.3567 e_above_lowest_kcal_mol=10.0 e_lumo_ev=0.97 charge=0 smiles=Cc1c[nH]c2ccccc12.CC fmax_ev_per_a=1.5 homo_lumo_gap_ha=0.3257
C 0.06909 2.01596 -2.22338 0.23 0.28 0.24
H 0.41361 2.83070 -2.84686 -0.02 0.06 0.04
C 1.78214 -0.52526 1.34937 0.09 0.97 0.58
H -1.43464 -2.98098 1.02081 -0.31 0.18 0.17
H -2.77894 1.75633 0.85003 0.39 -0.14 0.07
N -2.06093 1.06915 0.64904 -0.91 0.38 0.17
H -3.13152 -0.56097 1.51622 0.36 -0.06 0.45
H 1.38351 0.67368 -3.19507 -0.06 -0.33 -0.18
H 2.14204 -0.86400 0.37871 -0.04 -0.30 0.15
C -0.88019 -0.11819 -0.80220 1.33 -0.50 -0.32
C -1.23060 1.17761 -0.43997 -0.38 0.16 -0.17
C 0.12883 -0.34528 -1.75626 -1.24 -0.17 -0.11
H 2.47656 0.60302 3.07572 -0.13 0.46 -0.34
C 0.59606 0.73880 -2.45894 0.20 0.03 -0.11
C -0.81920 2.27232 -1.20040 0.14 -0.03 -0.11
H 3.17262 1.17318 1.47932 -0.22 0.11 0.26
C -1.41531 -2.52899 0.03173 0.15 0.00 -0.07
H 0.30182 -1.39137 -1.98953 0.68 0.22 -0.13
H 0.91836 0.11522 1.16830 -0.15 -0.22 -0.07
H -1.17339 3.27959 -1.03967 -0.08 0.05 0.18
H -0.43089 -2.80854 -0.35068 -0.15 0.01 -0.29
C -1.56499 -1.04037 0.04495 0.11 -0.26 0.67
H -2.20031 -2.98191 -0.57481 0.15 -0.21 -0.08
C -2.28837 -0.28125 0.90322 -0.64 0.32 -0.51
C 2.83077 0.32589 2.07698 0.43 -0.78 0.20
H 3.71383 -0.27853 2.30441 0.11 -0.01 -0.22
H 1.48005 -1.32581 2.02895 -0.04 -0.22 -0.46



2.
27
Properties=species:S:1:pos:R:3:forces:R:3 method="wB97M-V/def2-TZVPD" e_tot_ev=-13140.1528 e_above_lowest_kcal_mol=14.7 e_lumo_ev=0.91 charge=0 smiles=Cc1c[nH]c2ccccc12.CC fmax_ev_per_a=1.4 homo_lumo_gap_ha=0.3231
H 0.62296 3.47615 1.26382 -0.06 -0.14 0.62
H 0.18079 2.19177 0.21566 0.74 0.05 -0.39
C -0.14122 -0.24410 -1.31137 -0.09 -0.08 0.12
H -2.70339 -1.97452 1.30921 0.05 -0.02 -0.01
H 0.21442 1.76415 1.81810 -0.05 0.58 0.47
H -0.47140 -3.03151 0.60187 0.28 0.20 0.27
H -3.60564 -0.48295 1.42243 -0.03 0.24 -0.28
H 1.10187 -0.07131 -3.05624 0.55 0.23 0.27
C -1.80742 0.82288 -0.28899 -0.87 -0.55 0.72
C -2.60032 -0.89529 1.42206 0.40 0.03 0.63
C -1.67698 -0.34331 0.38625 -0.30 -0.90 -0.99
H 2.56750 1.72123 2.11733 -0.13 0.18 0.06
C -0.01312 -2.30795 -0.06798 -0.30 -1.07 -0.43
H 1.48730 -3.67008 -0.72760 0.27 -0.26 -0.04
C 0.75421 2.40299 1.11486 -0.40 -0.22 -0.08
N -0.88369 0.91597 -1.30443 0.04 -0.20 -0.35
C 1.48754 -1.84565 -1.87494 0.66 0.43 -0.37
H 2.90482 2.73094 0.73240 -0.11 0.12 -0.12
C 2.21505 1.98107 1.11671 0.29 -0.35 -0.19
H -2.61009 1.47993 0.00791 0.30 0.74 -0.73
H -0.86399 1.54082 -2.08900 -0.21 0.31 0.24
C 0.92727 -0.60127 -2.12689 -0.86 -0.72 -0.13
H 2.34336 -2.13316 -2.45485 0.16 -0.24 -0.40
C 1.04805 -2.70431 -0.87643 -0.84 0.71 0.64
H -2.19755 -0.70523 2.41985 -0.02 -0.17 0.11
C -0.63975 -1.09353 -0.29638 0.57 1.13 0.48
H 2.35941 1.07628 0.52662 -0.01 -0.05 -0.12



3.
27
Properties=species:S:1:pos:R:3:forces:R:3 method="wB97M-V/def2-TZVPD" e_tot_ev=-13138.6183 e_above_lowest_kcal_mol=50.1 e_lumo_ev=0.88 charge=0 smiles=Cc1c[nH]c2ccccc12.CC fmax_ev_per_a=6.6 homo_lumo_gap_ha=0.3224
H -3.00653 -0.83800 -1.77323 0.35 -0.56 0.11
H -1.35735 -2.54680 -0.42111 -4.79 -3.18 2.05
C -2.02512 -0.38412 -1.80431 -0.04 3.47 -1.27
H 3.53280 -1.01119 -0.60388 -1.09 0.19 -0.18
C -0.67242 1.57752 -2.45587 0.49 -1.30 0.57
C 0.51480 1.03225 -1.94002 -0.48 2.15 0.66
H 0.77262 1.70974 2.59700 -0.90 0.67 -0.70
H 0.89546 0.18190 2.93181 -0.20 -0.88 0.23
C 0.61387 -2.13558 -0.14128 -0.15 1.56 -1.86
H -1.91126 0.84946 3.12524 -2.38 0.42 1.23
H 1.07969 -3.06059 0.15088 -0.28 -0.09 0.58
C 2.65297 -0.66537 0.00072 2.47 2.97 0.43
C 1.28683 -0.96073 -0.44445 -0.53 -1.94 0.71
C -0.80314 -0.85423 -1.38915 -0.22 -1.79 2.27
H -1.18913 -0.52007 2.23134 -0.33 0.43 0.55
C -1.20100 0.56651 2.44503 2.37 -0.87 -1.83
C -1.94229 0.94807 -2.31048 3.34 -1.63 0.12
H 0.27834 1.26573 4.09963 -1.10 -0.39 0.19
H 2.75087 0.55320 -0.02376 0.04 -2.93 0.45
H -1.35646 0.99113 1.43916 -0.02 0.30 0.58
H -2.62734 1.44904 -2.88166 -2.57 0.79 -0.74
N -0.64892 -2.09243 -0.76548 5.66 3.03 -1.67
H -0.52776 2.47267 -3.02587 -0.52 0.51 -0.13
C 0.40950 -0.12933 -1.20581 -0.58 -1.04 -1.04
C 0.13821 0.94912 3.06196 2.60 0.28 -0.34
H 2.95559 -1.05939 1.01289 -0.87 0.64 -0.75
H 1.38719 1.71150 -1.90928 -0.26 -0.82 -0.22